[1]
Here is a structure of composition C24H19N3O2 in a non-equilibrium geometry from the OMol25 dataset. Energies are from ωB97M-V/def2-TZVPD.

The molecular weight is 381.44 g mol⁻¹. As for the LUMO energy: -1.2 eV. The calculation puts the HOMO energy at -8.93 eV. Its energy above the lowest of the compared OMol25 structures with the same formula, charge and spin is 623.15 kJ/mol. The calculation puts the largest force on an atom at 3.05 eV/A. The total energy comes out at -1240.5425 Eh.

CARTESIAN COORDINATES (ANGSTROEM)
C  3.8570  -3.2131  3.2271
C  2.5808  -3.4399  3.7536
C  1.5736  -2.4848  3.5958
C  1.8616  -1.2407  2.9935
C  0.7994  -0.2153  2.8098
C  -0.4995  -0.5865  2.4886
C  -1.6731  0.2694  2.3353
C  -3.0365  -0.2678  2.6748
C  -4.0690  0.6544  2.8583
C  -5.3751  0.2186  3.0478
C  -5.6525  -1.1574  3.0632
C  -4.6147  -2.0838  2.9405
C  -3.2910  -1.6507  2.7591
C  1.1766  1.2010  2.9263
C  0.5642  2.2091  2.1475
C  0.8736  3.5531  2.2841
C  1.8748  3.9491  3.1831
C  2.5461  2.9667  3.9312
C  2.2232  1.6189  3.7910
C  3.1784  -1.0050  2.5210
C  4.1576  -1.9947  2.6036
H  4.6198  -3.9905  3.2791
H  2.3561  -4.3703  4.2721
H  0.5715  -2.6607  3.9884
H  -0.6888  -1.6571  2.4812
H  -1.5533  1.2869  2.6937
H  -3.8437  1.7209  2.8081
H  -6.1714  0.9498  3.1302
H  -6.6701  -1.5027  3.2014
H  -4.8181  -3.1571  2.9323
H  -2.4971  -2.3810  2.6216
H  -0.1800  1.9291  1.4061
H  0.3387  4.2780  1.6661
H  2.1441  5.0021  3.2645
H  3.3359  3.2645  4.6261
H  2.7620  0.8705  4.3787
H  3.4242  -0.0314  2.0947
H  5.1383  -1.8045  2.1759
N  -1.9558  1.0265  0.6233
C  -1.6524  0.1273  -0.3487
N  -1.8174  0.5791  -1.6000
C  -2.2631  1.8716  -1.3901
N  -2.4283  2.7661  -2.4763
O  -2.6747  3.9747  -2.2234
O  -2.3255  2.3468  -3.6406
C  -2.3673  2.1634  -0.0293
H  -1.2865  -0.8825  -0.1420
H  -2.7458  3.1011  0.3747

[2]
Here is a structure of composition C24H20AuN3O3 from the OMol25 dataset. Energies are from ωB97M-V/def2-TZVPD.

The molecular weight is 595.41 g mol⁻¹. As for the LUMO energy (spin up / spin down): -6.3 / -8.9 eV. The calculation puts the HOMO energy (spin up / spin down) at -14.22 / -14.61 eV. As for the charge: +2. The spin multiplicity is 3. The calculation puts the largest force on an atom at 0.28 eV/A. The total energy comes out at -1451.7319 Eh. Its expectation value of S² is 2.029.

CARTESIAN COORDINATES (ANGSTROEM)
Au  0.0234  0.7342  0.6022
C  -2.8805  1.6591  -1.1120
C  -3.1869  0.7336  0.0205
C  -4.5001  0.3524  0.2837
C  -4.7702  -0.5025  1.3295
C  -3.7179  -0.9826  2.0948
C  -2.4334  -0.5821  1.7896
N  -2.1798  0.2717  0.7733
C  -1.2626  -1.0958  2.5480
C  -1.3493  -1.9054  3.6699
C  -0.1788  -2.3305  4.2765
C  1.0523  -1.9567  3.7618
C  1.0836  -1.1461  2.6390
N  -0.0612  -0.7463  2.0811
C  2.3261  -0.6797  1.9735
C  3.5669  -1.1517  2.3483
C  4.6883  -0.7000  1.6690
C  4.5294  0.2000  0.6381
C  3.2555  0.6475  0.2986
C  3.0627  1.6221  -0.8171
N  2.1804  0.2088  0.9675
H  -3.7678  1.8246  -1.7175
H  -2.0989  1.2418  -1.7472
H  -2.5373  2.6201  -0.7334
H  -5.2946  0.7352  -0.3407
H  -5.7858  -0.8030  1.5483
H  -3.9079  -1.6674  2.9065
H  -2.3047  -2.1963  4.0777
H  -0.2265  -2.9553  5.1580
H  1.9623  -2.2857  4.2388
H  3.6686  -1.8703  3.1467
H  5.6721  -1.0556  1.9432
H  5.3820  0.5663  0.0844
H  4.0067  1.8214  -1.3174
H  2.6665  2.5614  -0.4329
H  2.3588  1.2270  -1.5502
O  0.2665  3.6809  -2.9287
C  0.1783  4.7908  -2.2791
C  0.2179  6.0120  -3.0277
C  0.1266  7.2012  -2.3685
C  -0.0072  7.2148  -0.9670
C  -0.0494  6.0128  -0.2198
C  0.0407  4.8062  -0.8457
C  -0.0017  3.5302  -0.0429
O  -0.1422  3.5508  1.1613
O  0.0951  2.4300  -0.7550
H  0.2188  2.9288  -2.2366
H  0.3199  5.9425  -4.1024
H  0.1551  8.1341  -2.9139
H  -0.0794  8.1607  -0.4470
H  -0.1519  6.0379  0.8573

[3]
Here is a structure of composition C24H20BrClF3IrN3O4 from the OMol25 dataset. Energies are from ωB97M-V/def2-TZVPD.

The molecular weight is 779.01 g mol⁻¹. As for the LUMO energy: -3.7 eV. The calculation puts the HOMO energy at -10.72 eV. As for the charge: +1. Its energy above the lowest of the compared OMol25 structures with the same formula, charge and spin is 0.00 kJ/mol. The calculation puts the largest force on an atom at 0.30 eV/A. The total energy comes out at -4829.7264 Eh.

CARTESIAN COORDINATES (ANGSTROEM)
Ir  -0.0719  -0.4818  -0.2126
O  -2.7701  1.9727  -0.8624
C  -2.5341  2.4528  0.3920
C  -2.5474  3.8335  0.5439
C  -2.3189  4.4043  1.7793
C  -2.0804  3.6005  2.8866
C  -2.0652  2.2275  2.7293
C  -2.2693  1.6260  1.4873
C  -2.2921  0.1070  1.3704
O  -2.0355  -0.3846  0.0784
N  -1.3302  -0.5750  2.2808
N  -0.0527  -0.5025  1.7638
C  1.0043  -0.4167  2.4767
C  2.3434  -0.4305  1.9240
Br  2.4627  -0.6499  0.0162
C  3.4301  -0.2336  2.6747
C  4.8463  -0.1979  2.3137
C  5.6573  0.7298  2.9718
C  7.0027  0.8265  2.6648
C  7.5610  -0.0283  1.7243
C  6.7715  -0.9805  1.0943
C  5.4196  -1.0647  1.3819
H  -2.7471  0.9993  -0.8102
H  -2.7311  4.4406  -0.3322
H  -2.3288  5.4811  1.8807
H  -1.9152  4.0396  3.8606
H  -1.9033  1.6149  3.6104
H  -3.2761  -0.2682  1.6718
H  -1.3545  -0.2303  3.2347
H  0.9185  -0.3267  3.5560
H  3.2142  -0.0240  3.7200
H  5.2238  1.3876  3.7152
H  7.6179  1.5613  3.1656
H  8.6160  0.0359  1.4944
H  7.2128  -1.6664  0.3841
H  4.8257  -1.8368  0.9120
Cl  -0.2916  -0.0932  -2.5578
C  -0.1326  1.7369  -2.5083
C  0.1601  2.2982  -1.1204
O  0.3328  3.4878  -1.0842
O  0.2523  1.4964  -0.0971
H  -1.0833  2.1161  -2.8655
H  0.6783  1.9736  -3.1890
F  -0.5352  -7.3820  0.2960
C  -0.9789  -6.7495  -0.7987
F  -0.3392  -7.2532  -1.8566
F  -2.2819  -7.0195  -0.9274
C  -0.7518  -5.2594  -0.6658
C  0.1839  -4.6030  -1.4449
C  0.3611  -3.2480  -1.2542
N  -0.3402  -2.5486  -0.3510
C  -1.2516  -3.1880  0.3960
C  -1.4798  -4.5435  0.2682
H  0.7647  -5.1260  -2.1901
H  1.0816  -2.6962  -1.8420
H  -1.7990  -2.5843  1.1020
H  -2.2235  -5.0236  0.8887